# C10H8O2

A single C10H8O2 molecule (ωB97M-V with the def2-TZVPD basis set, the OMol25 dataset).

The energy above the lowest of the compared OMol25 structures with the same formula, charge and spin comes out at 0.00 kJ/mol. As for the SMILES: Cc1ccc2ccc(=O)oc2c1. For the total energy, the calculation gives -536.357818 hartree. Its charge is 0. The gap between HOMO and LUMO comes out at 0.32745 Ha.

Each atom is followed by the atoms it is bonded to, with distances in Å.
Element x y z (Å)
1 C -1.470 -2.421 -1.713  C2 1.512, H11 1.096, H12 1.095, H13 1.100
2 C -0.820 -1.427 -0.777  C1 1.512, C3 1.402, C10 1.390
3 C -0.748 -1.688 0.598  C2 1.402, C4 1.380, H14 1.086
4 C -0.159 -0.782 1.456  C3 1.380, C5 1.404, H15 1.089
5 C 0.365 0.428 0.974  C4 1.404, C6 1.450, C9 1.397
6 C 0.992 1.439 1.803  C5 1.450, C7 1.340, H16 1.092
7 C 1.473 2.561 1.250  C6 1.340, C8 1.473, H17 1.081
8 C 1.350 2.816 -0.195  C7 1.473, O19 1.202, O20 1.382
9 C 0.273 0.679 -0.398  C5 1.397, C10 1.387, O20 1.363
10 C -0.302 -0.234 -1.269  C2 1.390, C9 1.387, H18 1.086
11 H -2.556 -2.442 -1.562  C1 1.096
12 H -1.083 -3.431 -1.543  C1 1.095
13 H -1.293 -2.154 -2.765  C1 1.100
14 H -1.132 -2.635 0.966  C3 1.086
15 H -0.078 -0.985 2.522  C4 1.089
16 H 1.076 1.264 2.877  C6 1.092
17 H 1.941 3.359 1.810  C7 1.081
18 H -0.311 0.015 -2.325  C10 1.086
19 O 1.728 3.810 -0.755  C8 1.202
20 O 0.753 1.827 -0.954  C8 1.382, C9 1.363